P.
The molecule C4H6N2O2. Source: OMol25; level of theory: ωB97M-V/def2-TZVPD.

Each line ends with the natural charge from an NBO analysis.
CARTESIAN COORDINATES (ANGSTROEM)
C 1.636 -0.698 0.669  -0.443
C -0.430 1.286 -0.243  0.014
C -1.695 1.032 0.127  -0.408
C -1.990 -0.346 -0.257  0.722
H 2.739 -0.739 0.888  0.212
H 1.213 -1.725 0.752  0.200
H 1.152 0.042 1.329  0.207
H 1.717 -0.854 -1.414  0.374
H 0.152 2.208 -0.143  0.237
H -2.360 1.650 0.729  0.249
N 1.457 -0.163 -0.688  -0.434
N 0.134 0.215 -0.945  0.006
O -2.895 -1.068 0.023  -0.564
O -0.830 -0.840 -0.825  -0.371

## Properties
**Net charge**: 0
**LUMO**: 0.68 eV


Q.
The molecule C4H6N2O2. Source: OMol25; level of theory: ωB97M-V/def2-TZVPD.

Each line ends with the natural charge from an NBO analysis.
CARTESIAN COORDINATES (ANGSTROEM)
C 1.180 -0.417 0.273  -0.073
C -0.214 -0.780 0.086  0.203
C -0.679 -1.377 -1.023  -0.394
C -1.539 0.389 1.480  0.647
H 2.097 2.250 -0.948  0.373
H 0.450 1.643 -0.961  0.372
H 1.678 -1.127 1.002  0.196
H -0.106 -1.629 -1.931  0.227
H -1.661 -1.849 -0.960  0.207
H -2.358 0.329 2.226  0.143
N 1.464 1.458 -1.106  -0.640
N 1.965 0.513 -0.227  -0.186
O -1.028 -0.824 1.216  -0.489
O -1.249 1.421 0.872  -0.586

## Properties
**Net charge**: 0
**LUMO**: 0.77 eV


Most stable pick: Q. Distance to second place: 3.6 kcal/mol.


P.
The molecule C4H6N2O2. Source: OMol25; level of theory: ωB97M-V/def2-TZVPD.

Each line ends with the natural charge from an NBO analysis.
CARTESIAN COORDINATES (ANGSTROEM)
C 1.417 -0.040 0.886  -0.661
C 0.776 -0.210 -0.561  0.371
C -0.856 1.457 -0.414  0.371
C -1.344 -1.335 -0.212  0.360
H 1.815 -0.941 1.317  0.229
H 0.676 0.422 1.621  0.230
H 2.256 0.644 0.540  0.228
H 1.593 -0.502 -1.274  0.185
H -0.767 2.614 -0.333  0.178
H -1.839 -2.375 -0.217  0.199
N -1.822 0.949 0.245  -0.322
N -2.094 -0.365 0.206  -0.352
O 0.271 0.973 -1.021  -0.504
O -0.082 -1.291 -0.782  -0.514

## Properties
**Net charge**: 0
**LUMO**: 0.70 eV


Q.
The molecule C4H6N2O2. Source: OMol25; level of theory: ωB97M-V/def2-TZVPD.

Each line ends with the natural charge from an NBO analysis.
CARTESIAN COORDINATES (ANGSTROEM)
C 0.483 -0.514 -0.682  0.060
C -0.330 -1.586 0.177  -0.298
C 0.545 0.606 0.320  -0.069
C 0.871 2.077 0.140  0.382
H -1.193 0.508 -1.745  0.499
H 1.554 -0.906 -1.010  0.225
H -1.064 -1.948 -0.703  0.241
H 0.307 -2.356 0.628  0.218
H -1.656 -0.992 1.987  0.408
H 0.471 2.755 1.070  0.134
N -0.926 -0.640 1.179  -0.387
N -0.398 0.512 1.200  -0.116
O -0.278 -0.127 -1.820  -0.743
O 1.615 2.613 -0.740  -0.554

## Properties
**Net charge**: 0
**LUMO**: 0.59 eV


R.
The molecule C4H6N2O2. Source: OMol25; level of theory: ωB97M-V/def2-TZVPD.

Each line ends with the natural charge from an NBO analysis.
CARTESIAN COORDINATES (ANGSTROEM)
C 0.652 0.603 -0.401  -0.074
C 1.542 0.136 0.716  -0.454
C 1.202 -0.837 -0.364  0.072
C -0.985 -0.979 0.001  0.847
H -2.294 1.067 -0.852  0.353
H -2.290 1.049 0.768  0.371
H 0.890 1.399 -1.062  0.231
H 2.599 0.466 0.555  0.226
H 1.238 -0.063 1.791  0.246
H 1.828 -1.246 -1.066  0.208
N -1.716 1.252 -0.044  -0.622
N -0.681 0.330 -0.082  -0.307
O 0.096 -1.722 -0.197  -0.457
O -2.082 -1.455 0.237  -0.639

## Properties
**Net charge**: 0
**LUMO**: 0.87 eV


Most stable pick: R. Distance to second place: 25.9 kcal/mol.


P.
The molecule C4H6N2O2. Source: OMol25; level of theory: ωB97M-V/def2-TZVPD.

Each line ends with the natural charge from an NBO analysis.
CARTESIAN COORDINATES (ANGSTROEM)
C 0.064 -0.391 0.224  0.689
C 1.502 1.276 -0.250  0.618
N 0.291 1.574 0.635  -0.784
C 1.354 -0.106 -0.342  -0.610
C -1.742 -1.300 -0.926  -0.045
O -0.006 -1.211 1.292  -0.647
N -1.083 -0.271 -0.577  -0.438
O 2.267 2.143 -0.616  -0.624
H -0.926 -1.431 1.504  0.483
H 0.567 1.696 1.605  0.388
H -0.264 2.372 0.326  0.390
H 2.060 -0.855 -0.660  0.237
H -2.591 -1.171 -1.591  0.188
H -1.493 -2.323 -0.625  0.154

## Properties
**Net charge**: 0
**LUMO (spin up / spin down)**: 0.11 / 0.11 eV


Q.
The molecule C4H6N2O2. Source: OMol25; level of theory: ωB97M-V/def2-TZVPD.

Each line ends with the natural charge from an NBO analysis.
CARTESIAN COORDINATES (ANGSTROEM)
C -0.458 -1.039 1.086  0.790
C -0.285 0.654 -0.770  -0.204
C 1.201 0.982 -1.062  -0.505
C 1.541 -0.074 -0.160  0.685
H -2.226 -1.528 1.589  0.381
H -2.152 -0.082 1.032  0.374
H -0.940 0.218 -1.557  0.216
H -0.818 1.551 -0.359  0.187
H 1.620 0.776 -2.090  0.245
H 1.389 1.994 -0.786  0.240
N -1.844 -1.056 0.870  -0.832
N 0.238 -0.314 0.182  -0.476
O 0.081 -1.456 2.080  -0.561
O 2.652 -0.626 -0.055  -0.541

## Properties
**Net charge**: 0
**LUMO**: 0.52 eV


R.
A structure of composition C4H6N2O2. Source: OMol25; level of theory: ωB97M-V/def2-TZVPD.

Each line ends with the natural charge from an NBO analysis.
CARTESIAN COORDINATES (ANGSTROEM)
C -0.337 -0.205 -0.571  0.469
C 1.847 -1.152 -0.151  0.659
C -0.378 1.108 0.077  -0.341
C 0.767 1.828 0.008  -0.308
H -1.884 -0.734 1.395  0.344
H -3.071 -1.521 0.181  0.371
H 2.654 -1.686 -0.653  0.127
H -1.325 1.582 0.420  0.255
H 1.683 1.332 -0.579  0.207
H 0.891 2.944 0.138  0.215
N -2.372 -0.664 0.216  -0.650
N -1.224 -1.127 -0.441  -0.269
O 0.971 -0.611 -1.053  -0.534
O 1.777 -1.097 1.012  -0.544

## Properties
**Net charge**: 0
**LUMO**: 0.10 eV


S.
A structure of composition C4H6N2O2. Source: OMol25; level of theory: ωB97M-V/def2-TZVPD.

Each line ends with the natural charge from an NBO analysis.
CARTESIAN COORDINATES (ANGSTROEM)
C 0.086 -1.579 0.009  0.472
C -1.275 1.255 -0.332  0.612
C 1.444 -1.678 0.622  -0.686
C -0.003 2.037 -0.199  -0.695
N -0.935 -2.171 -0.290  -0.126
N -0.970 -0.057 -0.485  -0.273
O -2.418 1.648 -0.238  -0.591
O -1.820 -1.229 -0.633  -0.177
H 1.439 -0.750 1.179  0.261
H 1.618 -2.545 1.118  0.255
H 1.993 -1.703 -0.253  0.246
H -0.046 2.627 0.763  0.242
H 0.092 2.798 -0.968  0.244
H 0.796 1.348 -0.292  0.215

## Properties
**Net charge**: 0
**LUMO**: -0.04 eV


Most stable pick: Q. Distance to second place: 50.8 kcal/mol.


P.
The molecule C4H6N2O2. Source: OMol25; level of theory: ωB97M-V/def2-TZVPD.

Each line ends with the natural charge from an NBO analysis.
CARTESIAN COORDINATES (ANGSTROEM)
C -0.931 -0.960 0.672  -0.452
C -1.645 -0.502 -0.570  -0.441
C 0.239 1.481 -0.077  -0.294
C -0.597 0.314 0.045  0.171
N 1.038 0.419 -0.779  -0.313
N 2.048 -0.162 0.019  0.615
O 2.717 0.529 0.716  -0.398
O 2.219 -1.325 -0.144  -0.379
H -1.267 -0.794 1.788  0.243
H -0.112 -1.787 0.577  0.273
H -1.487 -1.016 -1.430  0.242
H -2.734 -0.147 -0.732  0.236
H -0.254 2.136 -0.936  0.242
H 0.766 1.816 0.854  0.255

## Properties
**Net charge**: 0
**LUMO**: 0.12 eV


Q.
The molecule C4H6N2O2. Source: OMol25; level of theory: ωB97M-V/def2-TZVPD.

Each line ends with the natural charge from an NBO analysis.
CARTESIAN COORDINATES (ANGSTROEM)
C -1.369 -1.145 -0.167  0.303
C 0.379 0.758 -1.169  0.665
C 1.075 1.167 -0.039  -0.097
C 1.311 0.369 1.029  -0.117
H -1.694 -2.224 1.349  0.358
H -2.433 -1.386 -0.521  0.162
H -1.387 -0.148 -1.881  0.417
H 1.774 1.983 -0.123  0.221
H 1.974 0.912 1.813  0.204
H 1.123 -0.742 1.243  0.256
N -0.954 -1.846 0.816  -0.671
N -0.569 -0.296 -1.103  -0.671
O 0.586 1.270 -2.296  -0.554
O 0.184 1.328 1.047  -0.474

## Properties
**Net charge**: 0
**LUMO**: 0.64 eV


R.
A structure of composition C4H6N2O2. Source: OMol25; level of theory: ωB97M-V/def2-TZVPD.

Each line ends with the natural charge from an NBO analysis.
CARTESIAN COORDINATES (ANGSTROEM)
C 1.384 -0.716 1.697  -0.714
C -0.512 0.295 -1.592  0.834
C 0.476 -0.214 0.633  0.564
N -1.708 -0.247 -1.917  -0.880
C -0.059 1.176 0.688  -0.106
N -0.832 1.546 -0.256  -0.340
O 0.357 0.609 -2.361  -0.619
O 0.170 -0.961 -0.344  -0.485
H -2.333 -0.436 -1.150  0.402
H -1.917 -0.270 -2.904  0.415
H 0.164 1.755 1.600  0.182
H 0.802 -1.286 2.428  0.257
H 2.144 -1.371 1.267  0.257
H 1.864 0.119 2.212  0.231

## Properties
**Net charge**: 0
**LUMO**: -0.68 eV


Most stable pick: R. Distance to second place: 35.2 kcal/mol.


P.
The molecule C4H6N2O2. Source: OMol25; level of theory: ωB97M-V/def2-TZVPD.

Each line ends with the natural charge from an NBO analysis.
CARTESIAN COORDINATES (ANGSTROEM)
C -0.022 -0.695 1.441  -0.487
C 0.042 0.001 0.209  0.330
C 2.175 -0.873 -0.715  0.540
C -2.228 1.229 0.094  0.547
H -0.904 -0.868 2.059  0.218
H 0.837 -0.941 1.928  0.198
H 1.374 0.795 -1.492  0.417
H 1.931 -1.809 -0.199  0.128
H -1.215 0.271 -1.444  0.404
H -2.029 1.323 1.100  0.116
N 1.337 0.222 -0.380  -0.650
N -1.153 0.553 -0.436  -0.650
O 2.989 -0.852 -1.594  -0.551
O -3.134 1.646 -0.570  -0.560

## Properties
**Net charge**: 0
**LUMO**: 0.53 eV


Q.
The molecule C4H6N2O2. Source: OMol25; level of theory: ωB97M-V/def2-TZVPD.

Each line ends with the natural charge from an NBO analysis.
CARTESIAN COORDINATES (ANGSTROEM)
C -1.465 -0.167 0.513  0.025
C -0.402 0.627 -0.439  -0.099
C 1.973 0.554 0.005  0.214
C -0.374 -0.831 -0.346  0.058
H -3.169 -0.587 -0.233  0.466
H -1.410 0.150 1.617  0.214
H -0.719 1.137 -1.336  0.222
H 1.101 2.174 -0.091  0.386
H 2.893 1.269 0.159  0.197
H -0.722 -1.367 -1.099  0.184
N 0.748 1.275 0.241  -0.631
N 1.972 -0.629 -0.100  -0.186
O -2.710 0.274 -0.032  -0.694
O 0.784 -1.324 0.232  -0.356

## Properties
**Net charge**: 0
**LUMO**: 0.78 eV


Most stable pick: P. Distance to second place: 77.5 kcal/mol.